[1]
C33H36BaN5O3S2 | ωB97M-V/def2-TZVPD

Energy relative to the best compared isomer or geometry (same formula, charge and spin): 17.8 kcal/mol
Gap between HOMO and LUMO: 8.3 eV
Net charge: +1

Geometry (Å):
Ba 0.01447 0.06210 -0.43241
S 0.16342 -0.45605 2.32803
S -2.56429 1.77468 -2.25321
O -0.65890 0.73379 2.49209
O -3.21420 0.46685 -2.49328
O 1.44763 -0.19157 1.67188
N -0.51508 -1.48751 1.34870
N 1.41802 2.70198 -0.72205
N -2.38221 -1.46650 0.05622
N 1.24372 -1.91728 -2.10323
N 2.68086 0.34021 -1.50041
C -4.57400 -1.87395 0.91064
C 0.48314 -2.99973 -2.27471
C 2.61306 2.75399 -1.32225
C 5.44107 0.29787 -1.62493
C 1.31003 -2.27175 3.98776
C 3.04500 -3.29891 -1.36965
C -0.91971 -2.79513 -2.76413
C -0.09973 -0.61668 5.03969
C 3.37313 1.47943 -1.45235
C -1.88947 -1.60949 1.29155
C 0.96788 -2.32315 6.37967
C -4.05622 -2.01128 2.19591
C 4.76405 1.49652 -1.49687
C 1.23954 5.07038 -0.90348
C 3.33052 -0.81982 -1.61520
C 2.43699 5.12160 -1.59043
C -1.90433 2.34034 -3.84246
C -3.70085 -1.59439 -0.12183
C 2.51124 -2.05998 -1.68963
C 0.48940 -1.15474 3.90893
C 2.25007 -4.42567 -1.52548
C 0.75731 3.83511 -0.47776
C -2.69852 -1.87552 2.39964
C -3.86351 3.02292 -2.02395
C 4.71940 -0.87802 -1.69703
C 0.14679 -1.20555 6.27124
C 1.54657 -2.84666 5.22096
C 1.24311 -2.96010 7.71150
C -0.53597 3.73282 0.28041
C -5.04966 2.81712 -2.94914
C -0.88333 1.32392 -4.32977
C 3.14406 3.94805 -1.79446
C 0.96336 -4.28026 -2.00129
H -4.71153 -2.22719 3.03000
H 0.32249 -5.13821 -2.15231
H -1.37852 3.59980 -0.40284
H 2.82525 6.06366 -1.95388
H -1.15195 -3.49441 -3.56696
H -0.73428 0.25517 4.94998
H -3.38688 3.99761 -2.14933
H -4.05163 -1.44982 -1.13648
H 0.64170 -2.51063 8.49926
H -2.25508 -1.97887 3.38069
H -1.45217 3.31853 -3.66100
H -0.71787 4.63893 0.85575
H -5.86386 3.47598 -2.65196
H 2.63928 -5.40496 -1.28100
H -0.51328 2.89265 0.97655
H -4.79899 3.03933 -3.98474
H -1.05464 -1.77952 -3.13467
H -2.72791 2.44987 -4.54607
H 4.05193 -3.39192 -0.99065
H 1.75640 -2.67754 3.08871
H 0.67724 5.96967 -0.69240
H 5.30839 2.42479 -1.41103
H 2.29481 -2.84403 7.97801
H -4.15932 2.92430 -0.97836
H 6.52161 0.28119 -1.66914
H -1.63346 -2.95947 -1.95581
H 4.08481 3.96287 -2.32467
H -0.03670 1.24928 -3.64011
H -5.39725 1.78674 -2.88971
H -1.34710 0.34249 -4.42792
H -0.49263 1.61551 -5.30323
H 2.18897 -3.71562 5.29235
H 1.02944 -4.02900 7.68409
H 5.22738 -1.82126 -1.83097
H -0.30703 -0.78726 7.16071
H -5.63150 -1.97861 0.71572

Forces on the atoms, in the same order (eV/Å):
0.0 1.6 -3.4
0.2 -0.3 1.2
0.2 0.6 -0.1
0.0 -0.1 0.1
-0.2 -0.5 -0.1
0.3 -0.1 0.4
0.4 -0.8 1.3
0.0 -0.2 0.2
0.0 0.1 0.1
-0.1 0.0 0.0
-0.1 0.0 0.1
0.0 0.0 0.0
0.0 -0.1 0.0
-0.1 0.2 -0.1
0.0 0.0 0.0
0.1 -0.1 0.0
0.0 0.0 0.0
0.0 0.0 0.0
0.0 0.1 0.0
0.2 -0.1 0.0
-0.6 -0.2 0.3
0.0 0.0 0.0
0.0 0.0 0.0
0.0 0.0 0.0
0.0 0.0 0.0
0.2 0.1 0.0
0.0 0.0 0.0
0.1 0.0 0.1
-0.1 0.0 0.0
0.0 -0.2 0.0
-0.2 0.1 -0.1
0.0 0.0 0.0
0.0 0.1 -0.1
-0.1 0.0 -0.1
0.0 -0.1 0.0
0.0 0.0 0.0
0.0 0.0 0.0
0.0 0.0 0.0
0.0 0.0 0.0
0.0 0.0 0.0
0.0 0.0 0.0
0.0 0.0 0.0
0.0 -0.1 0.0
0.0 0.0 0.0
0.0 0.0 0.0
0.0 0.0 0.0
0.0 0.0 0.0
0.0 0.0 0.0
0.0 0.0 0.0
0.0 0.0 0.0
0.0 0.0 0.0
0.0 0.0 0.0
0.0 0.0 0.0
0.0 0.0 0.0
0.0 0.0 0.0
0.0 0.0 0.0
0.0 0.0 0.0
0.0 0.0 0.0
0.0 0.0 0.0
0.0 0.0 0.0
0.0 0.0 0.0
-0.1 0.0 0.0
0.0 0.0 0.0
0.0 0.0 0.0
0.0 0.0 0.0
0.0 0.0 0.0
0.0 0.0 0.0
0.0 0.0 0.0
0.0 0.0 0.0
0.0 0.0 0.0
0.0 0.0 0.0
0.0 0.0 0.0
0.0 0.0 0.0
0.0 0.0 0.0
0.0 0.0 0.0
0.0 0.0 0.0
0.0 0.0 0.0
0.0 0.0 0.0
0.0 0.0 0.0
0.0 0.0 0.0

Löwdin population analysis, charges in e, atoms 1 to 8: Ba 1.909; S 0.459; S 0.812; O -0.344; O -0.516; O -0.492; N -0.372; N 0.078

[2]
C5H5NO | ωB97M-V/def2-TZVPD

Energy relative to the best compared isomer or geometry (same formula, charge and spin): 103.7 kcal/mol
SMILES string: C=C=NC1=C[C@H]1O
Gap between HOMO and LUMO: 10.2 eV

Geometry (Å):
O 1.55197 -1.03022 -0.22892
N -1.32037 0.82832 -0.83243
C -0.92486 -1.78168 -0.56757
C -0.87094 -0.48295 -0.54101
C -0.60327 1.54692 -0.11583
C 0.28383 2.03344 0.70341
C 0.21432 -1.09625 0.20856
H 1.56236 -0.66975 -1.12596
H 0.04643 2.15858 1.75197
H 0.24178 -1.09241 1.30332
H 1.28075 2.25234 0.34086
H -1.46198 -2.66634 -0.89640

Forces on the atoms, in the same order (eV/Å):
0.0 -0.1 -0.4
0.4 0.2 0.4
0.1 0.3 -0.1
0.0 -0.3 0.0
0.1 -0.1 0.1
-0.2 0.3 -0.1
-0.4 -0.4 0.2
0.0 -0.2 0.1
0.0 0.1 -0.1
-0.2 -0.2 -0.3
-0.1 0.1 0.0
0.3 0.2 0.1

Löwdin population analysis, charges in e, atoms 1 to 8: O -0.032; N 0.154; C 0.123; C -0.266; C -0.162; C 0.035; C -0.318; H 0.092

[3]
C8H7FN2O2 | ωB97M-V/def2-TZVPD

Energy relative to the best compared isomer or geometry (same formula, charge and spin): 67.2 kcal/mol
SMILES string: OC1=C(F)N=C2C=CC=CN2CO1
Gap between HOMO and LUMO: 7.7 eV

Geometry (Å):
F -1.10233 0.45663 -3.58200
O -0.90483 2.94610 -2.27293
O -0.54442 2.18746 -0.23913
N -0.41555 -0.59050 -1.58932
N 0.26643 0.16189 0.74398
C -0.69560 1.77255 -1.58099
C -0.01930 -0.73058 -0.32557
C 0.18891 1.64557 0.88309
C 0.52005 -2.65848 1.00905
C 0.95801 -1.75514 2.07862
C 0.74135 -0.43680 1.89977
C 0.16063 -2.16394 -0.16522
C -0.77029 0.57041 -2.22972
H 1.33155 -2.26592 3.01931
H -0.19748 -2.85201 -0.97771
H -1.71470 3.05637 -2.81038
H 1.20718 2.03833 0.74360
H 0.45440 -3.66092 1.07892
H -0.39135 2.03044 1.67399
H 0.92733 0.24856 2.64263

Forces on the atoms, in the same order (eV/Å):
0.6 0.4 2.2
0.0 0.4 -0.1
-0.5 -0.8 -0.7
-0.4 1.2 0.5
-0.3 -1.1 0.5
-0.8 1.2 -1.5
-0.6 0.1 -3.6
0.3 -1.2 -5.5
0.9 3.0 0.4
-0.5 -1.5 0.3
0.2 -1.7 -0.7
-0.7 -0.2 0.6
1.0 0.6 2.3
-0.5 1.4 -1.1
0.5 1.3 0.8
0.5 -0.8 0.6
-0.3 -0.1 0.8
0.3 -3.3 0.9
-0.2 -0.2 1.5
0.6 1.4 1.7

Löwdin population analysis, charges in e, atoms 1 to 8: F 0.042; O 0.046; O -0.016; N 0.120; N 0.033; C -0.265; C -0.211; C -0.062

[4]
C4H11NO3 | ωB97M-V/def2-TZVPD

Energy relative to the best compared isomer or geometry (same formula, charge and spin): 58.2 kcal/mol
SMILES string: CC(=O)[C@H](N)O.CO
Gap between HOMO and LUMO: 9.9 eV

Geometry (Å):
O 0.33384 -0.51493 1.59220
O -1.26900 0.05638 -0.84433
O 2.14889 0.42158 -1.42181
N 0.89209 -2.04564 -0.12297
C 1.36086 0.55282 -0.52880
C -2.58578 0.12999 -0.34870
C 1.19922 -0.78067 0.51347
C 0.91701 1.86556 0.02690
H 2.22763 -0.88643 0.89229
H 0.00775 2.14243 -0.50870
H -2.67484 0.67062 0.59996
H 0.65455 1.82880 1.07921
H -2.99700 -0.87274 -0.18543
H -3.19575 0.63476 -1.10026
H 1.64076 -2.31136 -0.75171
H 1.67282 2.62093 -0.17680
H -0.59549 -0.21938 -0.08227
H 0.06066 -1.94792 -0.70099
H 0.20179 -1.34478 2.06874

Forces on the atoms, in the same order (eV/Å):
-0.4 0.2 -0.4
2.3 -0.8 1.9
-0.6 -0.2 -0.4
-0.3 0.4 0.0
1.3 -1.3 2.6
-0.3 -0.3 0.3
1.3 0.4 -1.3
-0.6 0.5 -0.6
-0.1 0.3 -0.2
0.0 0.1 0.0
0.2 0.1 -0.1
0.1 -0.2 0.1
-0.1 0.0 0.0
0.1 0.0 0.1
0.1 0.0 0.1
0.1 0.0 0.0
-3.1 1.0 -2.0
0.0 -0.1 0.0
0.0 0.0 -0.1

Löwdin population analysis, charges in e, atoms 1 to 8: O -0.038; O -0.176; O 0.099; N 0.069; C -0.373; C -0.158; C -0.398; C -0.013

[5]
C6H12ClHfO2 | ωB97M-V/def2-TZVPD

Gap between HOMO and LUMO: 2.0 eV
Net charge: +3

Geometry (Å):
Hf 1.47548 -3.03194 -1.54814
Cl 1.03078 -0.65337 -0.44843
O 4.37215 3.01988 1.16379
O -1.00035 -2.98904 -1.28873
C -3.18156 -3.91577 -1.42135
C 2.42137 1.90555 1.94067
C 2.43638 4.29210 0.76191
C 3.19356 3.00233 1.28070
C -2.21960 -2.78909 -1.12250
C -2.80569 -1.47942 -0.75430
H -2.91041 -4.55211 -2.26009
H -4.17213 -3.54411 -1.68402
H -2.07259 -0.72443 -0.49700
H -3.47416 -1.21973 -1.58009
H 3.18400 5.08465 0.75880
H 3.10930 1.42617 2.63415
H 1.47102 2.27343 2.31821
H -3.52843 -1.70846 0.03581
H 1.55236 4.47706 1.36879
H -3.22875 -4.36353 -0.42170
H 2.17901 1.28832 1.05831
H 2.16823 4.20149 -0.29480

Forces on the atoms, in the same order (eV/Å):
-4.9 4.1 2.3
1.3 -3.6 -1.7
-0.9 -0.3 0.0
4.4 -0.6 -0.4
0.2 1.1 0.2
-0.8 -0.8 -0.4
0.0 0.9 -0.6
1.6 1.5 -0.4
-1.7 -0.2 -1.5
0.2 -0.9 0.2
0.6 -0.4 0.5
0.0 0.2 0.4
-0.2 0.1 0.0
0.2 0.3 -0.2
-0.1 0.1 0.5
-0.3 -0.2 0.1
0.2 0.1 0.4
0.1 0.3 0.3
0.2 -0.1 0.2
-0.3 -0.8 -0.3
0.2 -0.2 0.3
0.0 -0.7 0.0

Löwdin population analysis, charges in e, atoms 1 to 8: Hf 1.911; Cl -0.027; O 0.363; O -0.201; C 0.039; C 0.083; C 0.123; C -0.304

[6]
C4H13N3 | ωB97M-V/def2-TZVPD

Energy relative to the best compared isomer or geometry (same formula, charge and spin): 117.2 kcal/mol
Gap between HOMO and LUMO: 9.5 eV

Geometry (Å):
N 1.43633 0.94976 -1.06107
N 1.69624 -0.90067 1.64697
N -0.78110 -0.71120 -0.39123
C 0.29461 -1.38785 1.79723
C -0.20922 1.26827 -1.84903
C -0.80806 -0.64705 1.08973
C -1.35973 0.46171 -1.06886
H -1.86175 0.92946 -0.23108
H 1.75459 -0.23698 0.89651
H -1.78895 -1.09053 1.26108
H 2.00472 1.29332 -1.84726
H 0.19189 -0.73092 -0.75170
H -0.58189 2.19835 -2.29220
H 0.24835 -2.41583 1.41766
H 2.07640 -0.53789 2.50066
H -2.14214 0.24452 -1.80075
H -0.03616 0.64161 -2.74484
H 0.18296 -1.33554 2.88605
H -0.88838 0.37761 1.49381
H 0.57129 1.62985 -0.95169

Forces on the atoms, in the same order (eV/Å):
-1.7 0.5 -0.9
-0.9 -0.5 -0.8
1.6 0.1 -1.2
1.2 -0.3 0.3
-2.4 -3.7 -2.4
-0.9 0.7 -0.6
1.3 -0.1 0.9
-0.1 1.3 -0.3
0.3 0.4 -0.2
0.1 -0.3 1.0
-0.3 0.3 0.3
-0.7 -0.3 0.7
0.7 0.5 0.8
0.1 -0.1 0.4
-0.1 0.3 0.1
0.2 -0.3 -0.1
0.1 0.3 0.6
-0.9 -0.5 -0.3
0.3 0.1 -0.3
2.2 1.5 2.1

Löwdin population analysis, charges in e, atoms 1 to 8: N 0.003; N -0.003; N -0.095; C -0.266; C -0.119; C -0.255; C -0.214; H 0.089

Record-wise E_LUMO values, in eV: -2.45, 0.79, 0.52, 0.68, -16.67, 0.84